[1]
ORCA calculation (ωB97M-V/def2-TZVPD) on C7H23ClN7O4V as an isolated structure in a non-equilibrium geometry.

- Energy: -2368.86847 Ha
- Charge: +1
- HOMO (spin up / spin down): -12.056 / -12.056 eV
- 2S+1: 4
- Gap between HOMO and LUMO (spin up / spin down): 7.16 / 7.18 eV
- Energy relative to the best compared isomer or geometry (same formula, charge and spin): 0.0 kcal per mole
- Max |F|: 2.76 eV Å⁻¹

Element x y z (Å)
V1 1.64 -0.35 1.98
Cl1 0.69 -1.48 -0.06
C1 -2.18 1.83 1.99
C2 -0.88 1.11 1.57
C3 0.13 2.11 1.09
O1 1.35 1.43 0.71
C4 2.40 2.34 0.38
N1 -0.31 0.32 2.71
H1 -2.94 1.71 1.22
H2 -2.01 2.88 2.22
H3 -2.58 1.32 2.86
H4 -1.11 0.39 0.80
H5 0.36 2.86 1.86
H6 -0.28 2.61 0.21
H7 2.12 2.96 -0.47
H8 3.31 1.80 0.11
H9 2.66 3.01 1.21
H10 -0.26 0.98 3.50
H11 -1.02 -0.34 3.09
C5 4.32 -1.75 -2.50
O2 4.89 -0.96 -1.78
N2 3.13 -2.33 -2.13
N3 4.81 -2.17 -3.72
H12 2.80 -2.01 -1.24
H13 2.74 -3.16 -2.54
H14 4.15 -2.53 -4.38
H15 5.66 -1.80 -4.12
C6 -3.07 -2.16 2.05
O3 -2.46 -1.82 3.06
N4 -2.89 -1.51 0.86
N5 -3.93 -3.21 2.07
H16 -3.34 -1.85 0.02
H17 -2.08 -0.93 0.89
H18 -4.04 -3.65 2.96
H19 -4.51 -3.44 1.29
C7 -1.25 1.30 -2.50
O4 -2.01 1.92 -3.20
N6 0.10 1.55 -2.42
N7 -1.65 0.21 -1.74
H20 0.49 2.27 -3.00
H21 0.69 0.94 -1.88
H22 -2.64 0.06 -1.68
H23 -0.99 -0.44 -1.35


[2]
ORCA calculation (ωB97M-V/def2-TZVPD) on C64H56FGeN2OP3V as an isolated structure in a non-equilibrium geometry.

- Energy: -6801.48600 Ha
- Charge: +2
- HOMO (spin up / spin down): -13.083 / -12.644 eV
- 2S+1: 2
- Gap between HOMO and LUMO (spin up / spin down): 7.00 / 6.43 eV
- Max |F|: 3.73 eV Å⁻¹

Element x y z (Å)
V1 -0.20 -0.29 -0.73
F1 0.32 1.10 -4.95
Ge1 -0.07 0.51 -3.28
C1 -0.04 2.45 -2.53
C2 -0.15 3.40 -3.53
C3 -0.08 4.76 -3.26
C4 0.09 5.20 -1.96
C5 0.15 4.27 -0.94
C6 0.07 2.90 -1.21
P1 0.09 1.78 0.22
C7 -1.34 2.22 1.26
C8 -2.09 3.39 1.17
C9 -3.17 3.58 2.02
C10 -3.51 2.62 2.96
C11 -2.77 1.45 3.05
C12 -1.70 1.24 2.19
C13 1.55 2.21 1.23
C14 1.72 1.48 2.40
C15 2.82 1.70 3.21
C16 3.78 2.64 2.84
C17 3.61 3.36 1.67
C18 2.50 3.15 0.86
C19 1.41 -0.89 -3.56
C20 1.55 -1.40 -4.85
C21 2.67 -2.15 -5.19
C22 3.68 -2.36 -4.27
C23 3.53 -1.90 -2.98
C24 2.38 -1.20 -2.61
P2 2.15 -0.67 -0.89
C25 3.47 0.58 -0.83
C26 4.62 0.50 -0.05
C27 5.59 1.48 -0.15
C28 5.43 2.54 -1.02
C29 4.30 2.62 -1.82
C30 3.33 1.64 -1.72
C31 2.78 -2.06 0.11
C32 2.93 -3.35 -0.39
C33 3.44 -4.35 0.42
C34 3.78 -4.08 1.73
C35 3.57 -2.81 2.25
C36 3.07 -1.80 1.45
C37 -1.95 -0.03 -3.73
C38 -2.28 -0.25 -5.06
C39 -3.59 -0.47 -5.44
C40 -4.60 -0.47 -4.49
C41 -4.29 -0.26 -3.16
C42 -2.96 -0.05 -2.78
P3 -2.57 0.18 -1.01
C43 -3.99 1.22 -0.52
C44 -3.99 2.49 -1.10
C45 -5.06 3.34 -0.90
C46 -6.13 2.93 -0.12
C47 -6.13 1.67 0.46
C48 -5.07 0.81 0.25
C49 -2.85 -1.48 -0.35
C50 -3.12 -1.73 0.95
C51 -3.23 -3.08 1.45
C52 -3.04 -4.14 0.67
C53 -2.55 -4.03 -0.74
C54 -2.35 -2.57 -1.24
H1 -0.27 3.09 -4.56
H2 -0.16 5.47 -4.07
H3 0.18 6.25 -1.74
H4 0.27 4.59 0.09
H5 -1.86 4.14 0.44
H6 -3.75 4.49 1.94
H7 -4.35 2.78 3.61
H8 -3.03 0.70 3.78
H9 -1.14 0.31 2.24
H10 0.98 0.74 2.69
H11 2.94 1.14 4.13
H12 4.65 2.80 3.46
H13 4.34 4.10 1.38
H14 2.40 3.72 -0.05
H15 0.80 -1.19 -5.59
H16 2.76 -2.54 -6.19
H17 4.57 -2.90 -4.55
H18 4.31 -2.06 -2.24
H19 4.78 -0.34 0.61
H20 6.48 1.41 0.46
H21 6.19 3.30 -1.10
H22 4.17 3.43 -2.52
H23 2.45 1.69 -2.37
H24 2.66 -3.58 -1.41
H25 3.59 -5.34 0.01
H26 4.20 -4.86 2.35
H27 3.83 -2.60 3.28
H28 2.90 -0.81 1.86
H29 -1.50 -0.23 -5.81
H30 -3.83 -0.63 -6.48
H31 -5.63 -0.62 -4.78
H32 -5.07 -0.26 -2.41
H33 -3.15 2.79 -1.73
H34 -5.08 4.31 -1.37
H35 -6.97 3.59 0.04
H36 -6.98 1.35 1.05
H37 -5.11 -0.18 0.67
H38 -3.33 -0.92 1.64
H39 -3.54 -3.20 2.48
H40 -3.22 -5.14 1.02
H41 -3.15 -4.65 -1.41
H42 -2.69 -2.44 -2.27
C55 0.24 -7.61 2.12
C56 1.30 -6.52 2.25
N1 0.88 -5.45 3.13
C57 1.02 -5.70 4.56
C58 2.47 -5.66 5.03
C59 0.37 -4.27 2.75
O1 0.08 -3.39 3.55
C60 0.06 -3.96 1.31
C61 -0.40 -4.79 0.36
C62 -1.01 -4.27 -0.88
C63 -0.81 -2.75 -1.16
N2 -0.23 -1.99 -0.09
C64 0.07 -2.54 1.04
H43 0.48 -8.26 1.29
H44 -0.75 -7.19 1.96
H45 0.19 -8.22 3.02
H46 1.55 -6.10 1.27
H47 2.21 -6.96 2.65
H48 0.57 -6.67 4.79
H49 0.45 -4.92 5.08
H50 3.05 -6.47 4.60
H51 2.50 -5.77 6.11
H52 2.92 -4.71 4.77
H53 -0.46 -5.86 0.49
H54 -0.77 -4.89 -1.74
H55 -0.26 -2.54 -2.09
H56 0.40 -1.89 1.84


[3]
ORCA calculation (ωB97M-V/def2-TZVPD) on CHLuO3 as an isolated structure in a non-equilibrium geometry.

- Energy: -1499.11660 Ha
- Charge: +2
- HOMO: -20.813 eV
- 2S+1: 1
- Gap between HOMO and LUMO: 7.71 eV
- Energy relative to the best compared isomer or geometry (same formula, charge and spin): 45.6 kcal per mole
- Max |F|: 7.61 eV Å⁻¹

Element x y z (Å)
H1 0.21 2.10 0.73
O1 0.44 2.05 -0.48
O2 0.60 -0.15 -0.99
O3 -0.28 0.64 0.82
C1 0.00 0.84 -0.47
Lu1 -0.22 -1.71 0.51


[4]
ORCA calculation (ωB97M-V/def2-TZVPD) on C26H32N6O3PbS2 as an isolated structure in a non-equilibrium geometry.

- Energy: -2553.32421 Ha
- Charge: -2
- HOMO (spin up / spin down): 0.868 / 1.334 eV
- 2S+1: 1
- Gap between HOMO and LUMO (spin up / spin down): 3.08 / 2.59 eV
- Max |F|: 2.42 eV Å⁻¹

Element x y z (Å)
Pb1 0.04 0.20 0.20
O1 -1.39 1.40 4.41
C1 -1.54 1.09 3.22
N1 -1.48 -0.17 2.77
C2 -0.78 -1.19 3.46
C3 -1.45 -1.92 4.42
C4 -0.85 -2.99 5.06
C5 0.43 -3.36 4.66
C6 1.10 -2.64 3.69
C7 0.55 -1.50 3.08
N2 1.24 -0.74 2.18
C8 2.58 -0.62 2.31
O2 3.26 -1.11 3.25
C9 3.29 0.23 1.35
C10 4.55 0.71 1.71
C11 5.25 1.56 0.89
C12 4.63 1.95 -0.32
C13 3.39 1.44 -0.61
N3 2.72 0.59 0.16
C14 -1.86 2.14 2.22
C15 -2.74 3.15 2.59
C16 -2.96 4.24 1.77
C17 -2.16 4.34 0.61
C18 -1.30 3.31 0.31
N4 -1.16 2.19 1.04
H1 -2.46 -1.62 4.67
H2 -1.36 -3.53 5.84
H3 0.91 -4.22 5.12
H4 2.10 -2.94 3.42
H5 4.95 0.39 2.67
H6 6.23 1.94 1.15
H7 5.13 2.62 -1.01
H8 2.88 1.72 -1.53
H9 -3.26 3.04 3.53
H10 -3.69 5.00 2.01
H11 -2.23 5.20 -0.04
H12 -0.66 3.37 -0.56
C19 2.16 -4.39 0.63
S1 0.90 -3.66 -0.51
C20 2.00 -3.69 -2.01
O3 0.82 -2.27 -0.14
H13 2.46 -5.38 0.30
H14 1.69 -4.45 1.61
H15 3.00 -3.71 0.69
H16 2.19 -4.71 -2.32
H17 2.92 -3.17 -1.78
H18 1.46 -3.15 -2.78
C21 0.63 0.09 -4.44
N5 -0.70 0.64 -4.51
C22 -0.76 1.91 -5.18
C23 -1.51 0.47 -3.35
S2 -1.27 -0.84 -2.30
N6 -2.75 1.16 -3.44
C24 -3.75 0.41 -4.18
C25 -3.24 1.56 -2.13
H19 0.95 -0.22 -5.44
H20 0.59 -0.79 -3.79
H21 1.35 0.80 -4.03
H22 -0.01 2.62 -4.80
H23 -1.74 2.34 -5.06
H24 -0.56 1.75 -6.25
H25 -3.32 0.13 -5.14
H26 -4.63 1.03 -4.35
H27 -4.05 -0.51 -3.65
H28 -2.50 2.18 -1.64
H29 -3.46 0.70 -1.48
H30 -4.15 2.15 -2.27
C26 -1.84 -0.58 1.42
H31 -2.77 -0.06 1.15
H32 -2.07 -1.65 1.46


[5]
ORCA calculation (ωB97M-V/def2-TZVPD) on one molecule with the formula CH5BNO5P in a non-equilibrium geometry.

- Energy: -838.43123 Ha
- HOMO: -10.719 eV
- 2S+1: 1
- Gap between HOMO and LUMO: 11.13 eV
- SMILES: NB(O)OC(=O)O[PH2]=O
- Max |F|: 1.85 eV Å⁻¹

Element x y z (Å)
N1 -0.92 1.83 -0.94
B1 0.37 1.38 -0.47
O1 1.39 1.11 -1.32
O2 0.62 1.23 0.91
C1 1.05 0.01 1.22
O3 2.18 -0.35 1.24
O4 0.00 -0.79 1.63
P1 -0.57 -1.82 0.53
O5 -0.03 -1.65 -0.82
H1 -1.37 1.07 -1.43
H2 -1.50 2.06 -0.14
H3 1.03 0.64 -2.07
H4 -0.30 -3.09 1.07
H5 -1.95 -1.63 0.60


[6]
ORCA calculation (ωB97M-V/def2-TZVPD) on a 3-piece molecular cluster, C6H10 overall.

- Energy: -234.49836 Ha
- HOMO: -9.217 eV
- 2S+1: 1
- Gap between HOMO and LUMO: 10.52 eV
- Energy relative to the best compared isomer or geometry (same formula, charge and spin): 65.4 kcal per mole
- Max |F|: 0.22 eV Å⁻¹

Element x y z (Å)
C1 -1.80 0.72 -0.26
C2 -0.33 0.61 0.10
C3 0.62 0.19 -0.99
C4 1.80 -0.23 -0.36
C5 1.49 -0.60 0.94
C6 0.11 -0.41 1.13
H1 -2.41 0.98 0.62
H2 -2.18 -0.23 -0.67
H3 -1.95 1.50 -1.01
H4 0.03 1.58 0.47
H5 -0.13 -1.19 -0.86
H6 0.58 0.60 -2.00
H7 2.76 -0.40 -0.85
H8 2.15 -1.11 1.63
H9 -0.34 -1.45 0.02
H10 -0.40 -0.56 2.08


[7]
ORCA calculation (ωB97M-V/def2-TZVPD) on a 3-piece molecular cluster, C4H11NO2 overall in a non-equilibrium geometry.

- Energy: -364.17325 Ha
- Charge: -1
- HOMO (spin up / spin down): -0.858 / -3.433 eV
- 2S+1: 2
- Gap between HOMO and LUMO (spin up / spin down): 4.89 / 7.44 eV
- Energy relative to the best compared isomer or geometry (same formula, charge and spin): 41.0 kcal per mole
- Max |F|: 2.18 eV Å⁻¹

Element x y z (Å)
C1 0.82 2.08 0.58
C2 0.21 1.05 -0.29
C3 0.22 -0.30 -0.07
N1 -0.66 -1.21 -0.58
C4 -0.69 -2.45 -0.10
H1 0.16 2.91 0.88
H2 1.65 2.60 0.06
H3 1.19 1.72 1.55
H4 -0.42 1.35 -1.13
H5 1.05 -0.78 0.47
H6 0.25 -2.77 0.39
H7 -1.57 -3.09 -0.09
H8 -0.53 -0.25 2.28
H9 -1.78 -0.46 1.89
O1 -1.39 -0.19 2.75
H10 0.05 -0.57 -2.43
H11 0.91 0.60 -2.94
O2 0.54 -0.24 -3.21


[8]
ORCA calculation (ωB97M-V/def2-TZVPD) on a 7-piece molecular cluster, C26H50O13S4 overall in a non-equilibrium geometry.

- Energy: -3591.52947 Ha
- HOMO: -9.197 eV
- 2S+1: 1
- Gap between HOMO and LUMO: 9.02 eV
- Energy relative to the best compared isomer or geometry (same formula, charge and spin): 0.0 kcal per mole
- SMILES: C[C@H]1COC(=O)O1.O=S1(=O)CCCC1.O=S1(=O)CCCC1.O=S1(=O)CCCC1.O=S1(=O)CCCC1.CC(C)=O.CC(C)=O
- Max |F|: 1.25 eV Å⁻¹

Element x y z (Å)
C1 -3.58 2.40 -4.11
C2 -3.89 2.93 -2.73
C3 -5.33 2.62 -2.25
O1 -5.16 1.86 -1.05
C4 -3.84 1.75 -0.75
O2 -3.41 1.31 0.26
O3 -3.09 2.21 -1.77
H1 -2.51 2.35 -4.26
H2 -4.00 3.02 -4.90
H3 -4.01 1.40 -4.20
H4 -3.67 3.99 -2.63
H5 -5.88 2.06 -3.00
H6 -5.90 3.51 -1.99
O4 4.10 -4.74 -3.11
S1 2.88 -3.97 -3.05
O5 1.59 -4.61 -3.08
C5 2.95 -2.84 -1.64
C6 3.04 -1.43 -2.23
C7 2.39 -1.47 -3.61
C8 2.95 -2.69 -4.31
H7 3.85 -3.12 -1.11
H8 2.05 -3.04 -1.07
H9 2.58 -0.70 -1.56
H10 4.10 -1.19 -2.33
H11 2.49 -0.56 -4.20
H12 1.31 -1.61 -3.45
H13 4.02 -2.56 -4.51
H14 2.45 -3.00 -5.22
O6 0.26 5.40 2.52
S2 0.31 4.22 1.70
O7 0.33 2.90 2.29
C9 -0.99 4.36 0.45
C10 -0.32 4.01 -0.86
C11 1.09 4.60 -0.82
C12 1.68 4.27 0.54
H15 -1.21 5.43 0.44
H16 -1.85 3.80 0.79
H17 -0.25 2.92 -0.95
H18 -0.93 4.33 -1.71
H19 1.04 5.69 -0.95
H20 1.70 4.20 -1.62
H21 2.43 4.94 0.95
H22 2.08 3.26 0.54
O8 -2.99 -4.67 -1.54
S3 -2.21 -3.51 -1.22
O9 -1.45 -3.44 -0.01
C13 -1.14 -3.10 -2.60
C14 -1.90 -2.05 -3.41
C15 -2.60 -1.15 -2.39
C16 -3.27 -2.06 -1.37
H23 -0.85 -4.03 -3.08
H24 -0.22 -2.72 -2.16
H25 -1.27 -1.56 -4.15
H26 -2.65 -2.59 -4.01
H27 -3.36 -0.48 -2.80
H28 -1.84 -0.54 -1.90
H29 -4.21 -2.45 -1.74
H30 -3.38 -1.61 -0.39
O10 5.05 -2.27 5.54
S4 4.04 -2.13 4.54
O11 3.00 -1.15 4.70
C17 4.85 -1.97 2.94
C18 4.32 -3.09 2.07
C19 4.10 -4.28 3.01
C20 3.30 -3.73 4.19
H31 5.92 -2.12 3.12
H32 4.79 -0.94 2.60
H33 3.36 -2.86 1.59
H34 4.97 -3.34 1.23
H35 5.07 -4.67 3.34
H36 3.61 -5.14 2.56
H37 3.28 -4.33 5.09
H38 2.29 -3.49 3.83
C21 0.50 -0.44 2.61
C22 0.90 -0.31 1.16
C23 -0.17 0.12 0.19
O12 2.01 -0.61 0.78
H39 1.27 -0.97 3.15
H40 -0.47 -0.92 2.69
H41 0.38 0.58 3.01
H42 -0.69 1.01 0.50
H43 -0.89 -0.69 0.06
H44 0.33 0.32 -0.77
C24 -1.79 1.91 5.21
C25 -2.71 3.00 4.72
C26 -3.26 2.86 3.33
O13 -2.93 3.98 5.40
H45 -0.93 1.83 4.54
H46 -2.30 0.94 5.23
H47 -1.49 2.14 6.23
H48 -2.44 2.80 2.61
H49 -3.86 3.72 3.04
H50 -3.92 1.99 3.24